[1]
9 unconnected molecules or ions with the total composition C4H27N2O9S. Source: the OMol25 dataset; level of theory: the ωB97M-V functional and the def2-TZVPD basis.

Output
charge: +1
energy above the lowest of the compared OMol25 structures with the same formula, charge and spin: 0.1716 eV
highest occupied orbital energy: -0.4586 Eh

```
43
Properties=species:S:1:pos:R:3:forces:R:3:lowdin_charge:R:1
O 0.364504 -0.230525 0.938404 -0.06 0.38 -0.21 0.015
C -0.409262 -0.856629 0.195914 1.26 0.68 1.81 -0.480
N -1.694538 -0.531932 0.081421 -0.08 -0.98 -2.07 0.099
C -2.412133 -1.077792 -1.081708 0.91 -0.15 0.26 -0.212
C -2.150640 -0.247524 -2.336351 -2.20 0.35 -0.20 -0.540
S -0.497007 -0.126633 -2.985549 0.60 0.17 -0.08 0.789
C 0.310925 -2.098477 -0.375756 -2.34 -0.42 0.13 -0.096
N 1.685062 -1.677840 -0.642697 -1.06 -0.03 0.28 0.156
H -1.961622 0.455239 0.309208 0.21 -0.25 0.86 0.090
H -2.033811 -2.082802 -1.244826 -0.27 -0.18 -0.08 0.097
H -3.468030 -1.192885 -0.852438 -0.11 0.35 -0.10 0.129
H -2.889277 -0.525680 -3.089370 0.43 -0.61 -0.41 0.086
H -2.541868 0.766016 -2.208064 0.63 0.24 0.53 0.081
H -0.479796 -1.124966 -3.885917 -0.26 -0.03 0.19 -0.122
H -0.231488 -2.509425 -1.209059 0.61 -0.05 -0.71 0.094
H 0.225546 -2.863892 0.396847 0.57 0.05 0.11 0.145
H 1.631801 -0.870450 -1.262793 0.38 -0.09 -0.47 0.100
H 1.972264 -1.245672 0.234311 0.63 0.02 0.25 0.137
H 2.294548 -2.402967 -1.023403 -0.01 0.20 -0.06 0.133
H 3.973396 0.716760 -0.457707 -0.27 0.11 -0.08 0.008
H 4.090300 -0.082562 -1.761328 0.11 0.05 0.11 0.059
O 3.789634 -0.155092 -0.848325 0.13 0.02 -0.21 -0.050
H -2.679721 -2.515442 3.039559 0.15 -0.19 0.01 0.046
H -1.132513 -2.451379 3.168517 -0.07 -0.14 0.06 0.036
O -1.940334 -1.941656 3.259534 -0.18 0.37 0.01 -0.040
H -0.023600 3.958152 0.020519 0.09 0.09 0.24 0.049
H -1.052241 4.874177 0.724160 0.16 -0.11 -0.05 0.073
O -0.963972 4.092288 0.166591 -0.24 0.11 -0.22 -0.037
H 0.976640 2.007682 2.860278 0.01 0.11 -0.18 0.042
H 0.575015 1.821522 1.409678 -0.01 -0.17 0.22 -0.006
O 0.934085 2.481388 2.020149 0.01 0.01 -0.02 -0.070
H -2.964999 0.174883 3.785083 0.33 0.05 0.12 0.028
H -2.565961 1.594682 4.321747 0.01 -0.30 0.16 0.056
O -3.010447 1.121719 3.613839 -0.28 0.31 -0.26 -0.040
H -2.720625 1.948113 1.860116 0.15 -0.29 0.12 0.033
H -1.891187 2.677836 0.719388 -0.15 -0.08 0.18 0.016
O -2.372149 1.860702 0.961437 -0.07 0.48 -0.44 -0.058
H 5.006805 2.269486 0.601718 0.12 0.78 0.35 0.057
H 3.843243 3.355841 0.329065 0.47 -0.16 0.34 0.064
O 4.165086 2.459954 0.186904 -0.38 -0.71 -0.59 -0.042
H 3.468642 -3.519643 -3.068651 -0.04 -0.06 -0.23 0.060
H 2.214675 -3.107475 -3.881550 0.16 -0.09 0.02 0.056
O 2.565048 -3.197098 -2.988898 -0.05 0.16 0.31 -0.043
```
Positions in Å, forces in eV/Å.

=====

[2]
A molecular structure, C39H30N5O2PPdS. Source: the OMol25 dataset; level of theory: the ωB97M-V functional and the def2-TZVPD basis.

Output
energy above the lowest of the compared OMol25 structures with the same formula, charge and spin: 2.5324 eV
highest occupied orbital energy (alpha / beta): -0.2321 / -0.2329 Eh

```
79
Properties=species:S:1:pos:R:3:forces:R:3:lowdin_charge:R:1
Pd 0.334887 -0.871251 -0.708856 -0.15 -0.42 -0.36 0.681
N 0.654130 0.384802 -2.629071 0.09 -0.04 -0.17 0.073
C 0.987697 1.448098 -2.273859 0.00 0.13 0.12 -0.394
N 1.239873 2.664264 -1.917064 -0.16 0.32 -0.10 0.070
C 2.342527 2.950247 -1.272603 0.00 -0.13 0.03 -0.418
N 3.287125 3.251711 -0.668839 0.13 0.27 0.01 0.075
N 0.779751 -9.155118 2.711036 -0.02 -0.10 0.03 0.135
C 1.011573 -8.095533 2.328012 0.03 0.33 -0.11 -0.203
C 1.293854 -6.768585 1.850279 -0.05 -0.33 0.10 -0.254
C 1.473770 -6.534147 0.483998 0.01 0.07 -0.09 -0.041
C 1.768677 -5.271395 0.025940 0.02 -0.07 -0.03 -0.036
C 1.900835 -4.185335 0.922907 -0.12 0.24 0.09 -0.265
C 1.699713 -4.438151 2.299225 -0.01 -0.06 0.06 -0.038
C 1.403599 -5.704468 2.748674 -0.01 0.13 0.06 -0.047
C 2.226250 -2.916615 0.450507 0.50 -0.30 0.03 0.008
C 2.088957 -1.818374 -0.162445 -0.36 0.19 -0.35 -0.223
H 1.374542 -7.355254 -0.213523 0.01 -0.01 -0.01 0.116
H 1.897105 -5.091374 -1.032775 0.03 -0.01 -0.01 0.114
H 1.778657 -3.618389 3.000504 0.02 0.00 0.01 0.112
H 1.254266 -5.883763 3.805533 0.01 -0.01 0.00 0.116
C -2.023993 -4.154161 0.644027 0.12 0.06 -0.17 -0.020
O -0.879694 -3.375756 0.220546 0.25 0.09 -0.18 -0.122
C -0.903885 -2.468806 -0.715188 -0.39 0.23 1.00 -0.254
C -2.242760 -2.230756 -1.348850 0.21 -0.07 -0.27 -0.087
H -1.699816 -4.654920 1.550019 0.00 -0.04 0.00 0.094
H -2.274766 -4.886934 -0.120496 -0.03 0.00 -0.01 0.100
H -2.872370 -3.505101 0.846607 -0.02 -0.01 0.02 0.089
H -2.660018 -3.157709 -1.754396 -0.01 -0.01 0.02 0.089
H -2.150628 -1.495844 -2.145190 -0.02 -0.01 0.04 0.070
H -2.931474 -1.838828 -0.593347 0.02 0.02 0.01 0.086
S 4.978152 0.849383 -0.493366 0.17 -0.16 -0.08 1.144
C 3.861953 -0.164210 0.236911 0.08 -0.58 -0.10 -0.352
N 3.176141 -0.929464 -0.589327 -0.05 0.16 0.11 -0.069
C 3.549312 -0.748916 -1.927284 -0.11 0.01 0.46 -0.245
C 3.031226 -1.423114 -3.029981 0.03 0.01 0.04 -0.018
C 3.565594 -1.107805 -4.253408 0.09 0.06 -0.08 -0.055
C 4.571991 -0.131434 -4.386728 -0.09 -0.09 -0.04 -0.065
C 5.065937 0.546949 -3.298809 -0.10 -0.04 0.20 -0.066
C 4.546682 0.211994 -2.041401 0.12 0.09 -0.31 -0.431
H 3.781302 -0.291021 1.304232 -0.26 0.15 0.02 0.108
H 2.226179 -2.134297 -2.905616 0.04 0.03 0.01 0.112
H 3.193886 -1.607240 -5.137336 0.00 0.01 -0.02 0.110
H 4.962813 0.092201 -5.369665 -0.02 0.02 -0.02 0.108
H 5.823243 1.310287 -3.403657 0.03 0.00 0.00 0.115
O -1.468722 0.591940 -0.145424 0.01 -0.26 0.03 -0.371
P -1.664623 1.984456 0.357511 -0.06 0.04 0.04 0.782
C -0.254096 2.611657 1.271295 0.15 0.05 0.03 -0.274
C 0.859203 1.795499 1.438060 -0.03 -0.04 -0.01 -0.083
C 1.946711 2.251773 2.168224 0.00 -0.05 0.01 -0.086
C 1.933205 3.519510 2.723326 -0.09 0.05 0.01 -0.070
C 0.815743 4.333287 2.573686 0.05 -0.08 -0.01 -0.066
C -0.278625 3.876556 1.859491 0.01 -0.02 0.02 -0.082
C -3.020961 2.052308 1.549247 -0.09 -0.10 0.02 -0.262
C -4.021209 3.016677 1.523982 0.00 0.07 -0.01 -0.072
C -5.035675 2.997438 2.473723 0.03 0.00 0.00 -0.076
C -5.049422 2.017735 3.452585 0.01 -0.02 0.00 -0.082
C -4.048934 1.052731 3.486940 -0.02 0.02 0.02 -0.077
C -3.041019 1.068310 2.539917 0.02 0.00 -0.04 -0.071
C -2.100500 3.134217 -0.945614 -0.08 0.09 -0.10 -0.286
C -1.421524 4.316885 -1.211438 0.04 0.00 -0.01 -0.078
C -1.832136 5.132244 -2.256815 -0.01 -0.01 0.00 -0.067
C -2.918084 4.769577 -3.036956 0.00 0.00 -0.01 -0.076
C -3.597061 3.584401 -2.781850 0.00 0.00 0.02 -0.075
C -3.188418 2.768429 -1.741983 0.02 0.02 -0.02 -0.082
H 0.861080 0.794900 1.001960 0.02 0.11 0.07 0.068
H 2.814646 1.618687 2.300418 -0.01 0.04 -0.01 0.088
H 2.792311 3.878709 3.273247 0.01 0.00 0.01 0.107
H 0.799222 5.320331 3.015060 0.00 0.02 0.01 0.106
H -1.156729 4.504736 1.765668 -0.02 0.00 -0.01 0.112
H -4.014930 3.784116 0.759932 -0.01 -0.01 -0.01 0.105
H -5.814901 3.747062 2.444629 -0.01 0.02 0.00 0.105
H -5.840742 2.001688 4.190288 -0.01 0.00 0.01 0.104
H -4.057289 0.290915 4.255031 0.00 -0.02 0.00 0.104
H -2.265641 0.311103 2.556907 0.01 0.00 -0.01 0.111
H -0.554806 4.594670 -0.628539 0.02 -0.03 0.00 0.095
H -1.289817 6.043370 -2.469209 0.01 0.02 0.00 0.107
H -3.230912 5.404471 -3.855312 -0.01 0.01 -0.01 0.104
H -4.440689 3.296757 -3.394716 0.00 -0.01 -0.02 0.104
H -3.707439 1.837012 -1.549138 0.00 -0.01 0.01 0.114
```
Positions in Å, forces in eV/Å.

=====

[3]
3 unconnected molecules or ions with the total composition C8H22IN2O2. Source: the OMol25 dataset; level of theory: the ωB97M-V functional and the def2-TZVPD basis.

Output
charge: -1
energy above the lowest of the compared OMol25 structures with the same formula, charge and spin: 0.7135 eV
highest occupied orbital energy: -0.1258 Eh

```
35
Properties=species:S:1:pos:R:3:forces:R:3:lowdin_charge:R:1
I -1.172915 -1.446144 -1.158878 -0.29 -0.08 -0.13 -0.616
C -1.716528 3.201869 -2.151593 0.10 -0.40 -0.62 -0.078
C -2.422743 3.224393 -0.811978 0.71 0.07 0.72 -0.454
C -3.943922 3.243047 -0.949209 0.71 0.47 0.09 -0.214
O -4.472303 3.607481 0.321230 -0.39 0.11 -0.62 -0.193
C -5.882348 3.642218 0.323410 -0.09 -0.81 0.71 -0.129
N -1.945135 2.139699 0.070910 -1.05 -0.37 -0.82 0.036
H -0.637409 3.343397 -2.079231 -0.06 0.13 0.37 0.076
H -2.110178 3.986876 -2.803660 -0.01 -0.02 -0.01 0.067
H -1.809640 2.240984 -2.670547 -0.29 0.02 0.12 0.075
H -2.075912 4.137227 -0.305784 -0.57 0.17 -0.12 0.130
H -4.294432 2.260449 -1.282652 -0.09 -0.10 0.11 0.135
H -4.244621 3.992575 -1.693306 -0.09 0.01 -0.02 0.117
H -6.274990 2.653453 0.606635 0.01 0.05 -0.01 0.086
H -6.356212 3.871393 -0.634411 0.32 0.39 -0.12 0.079
H -6.188596 4.343145 1.099476 -0.10 0.13 -0.15 0.080
H -2.172066 1.269728 -0.437308 0.71 -0.01 0.31 -0.048
H -2.603070 2.098536 0.850097 0.28 0.16 0.14 0.059
C 2.908988 -4.877971 -0.067538 1.27 0.05 -0.03 -0.088
C 2.724484 -3.462859 0.471188 -1.23 0.37 0.27 -0.444
C 3.997340 -2.934684 1.123845 -0.26 -0.91 -0.83 -0.254
O 3.783201 -1.725213 1.773207 -0.20 -0.01 0.54 -0.159
C 4.912151 -1.298837 2.480441 0.34 0.25 -0.47 -0.132
N 2.192337 -2.538263 -0.561056 1.12 -1.30 -0.15 0.025
H 3.308328 -5.569785 0.685132 -0.45 -0.04 0.10 0.068
H 3.704313 -4.869944 -0.829121 -0.23 0.07 -0.16 0.073
H 2.001340 -5.251318 -0.530328 -0.11 -0.08 0.13 0.075
H 1.966282 -3.524182 1.263046 0.07 0.18 -0.01 0.141
H 4.771183 -2.841650 0.341638 0.10 0.14 0.08 0.129
H 4.319486 -3.735262 1.809315 0.21 0.24 0.22 0.120
H 4.674395 -0.354823 2.962881 -0.07 0.03 0.03 0.085
H 5.735629 -1.134518 1.771164 0.13 0.09 0.11 0.084
H 5.272766 -2.008370 3.233991 -0.22 -0.18 0.05 0.081
H 1.273454 -2.883448 -0.856500 -0.10 0.54 0.34 -0.073
H 2.777359 -2.799187 -1.364518 -0.16 0.65 -0.14 0.061
```
Positions in Å, forces in eV/Å.